Entry 1:
This record from OMol25 describes C28H51F8O13PS as an isolated structure. The level of theory is ωB97M-V/def2-TZVPD.

## Properties
- electronic energy (hartree) = -3613.81886
- molecular weight (g mol⁻¹) = 810.728
- HOMO (eV) = -9.462
- F_max (eV Å⁻¹) = 6.2
- 2S+1 = 1
- energy relative to the best compared isomer or geometry (same formula, charge and spin) (eV) = 7.775

Element x y z (Å)
O: -6.188 -1.284 -3.396
S: -5.107 -0.234 -2.927
O: -5.406 -0.047 -1.260
C: -4.951 1.253 -0.745
C: -3.353 1.301 -0.328
O: -3.041 0.485 0.866
C: -2.176 1.251 1.807
C: -0.577 1.155 1.449
F: -0.296 0.566 0.090
F: -0.077 2.577 1.362
C: 0.343 0.423 2.591
F: 1.777 0.745 2.241
F: 0.136 1.040 3.955
C: 0.067 -1.183 2.782
F: -1.342 -1.549 3.053
F: 0.840 -1.589 4.015
C: 0.582 -2.123 1.539
F: 2.037 -2.009 1.242
F: 0.366 -3.554 1.972
O: -5.455 1.169 -3.831
P: -4.027 1.651 -4.758
O: -2.577 1.096 -3.897
O: -4.031 3.406 -4.674
H: -5.548 1.431 0.273
H: -5.172 2.170 -1.438
H: -2.727 0.849 -1.233
H: -3.049 2.433 -0.230
H: -2.321 0.811 2.896
H: -2.521 2.389 1.885
H: -0.043 -2.008 0.546
H: -2.245 1.833 -3.303
H: -4.312 3.605 -3.715
C: 3.931 -1.203 -0.826
C: 3.699 -1.954 -2.110
O: 2.568 -2.100 -2.569
C: 4.906 -2.519 -2.810
H: 2.971 -0.853 -0.432
H: 4.392 -1.864 -0.087
H: 4.570 -0.336 -1.013
H: 5.410 -3.239 -2.160
H: 5.588 -1.711 -3.086
H: 4.587 -3.035 -3.723
C: 2.621 1.856 -3.003
C: 3.987 2.487 -2.968
O: 4.950 1.897 -2.480
C: 4.129 3.867 -3.552
H: 2.668 0.861 -2.547
H: 1.914 2.467 -2.435
H: 2.287 1.751 -4.038
H: 3.490 4.568 -3.009
H: 3.862 3.851 -4.611
H: 5.170 4.195 -3.457
C: -2.103 6.247 4.258
C: -2.335 5.497 2.974
O: -3.467 5.350 2.515
C: -1.129 4.931 2.274
H: -3.063 6.598 4.652
H: -1.642 5.587 4.997
H: -1.464 7.114 4.072
H: -0.624 4.212 2.924
H: -0.446 5.739 1.999
H: -1.447 4.416 1.361
C: 8.131 -3.168 -6.839
C: 7.315 -4.097 -5.980
O: 7.544 -4.222 -4.778
C: 6.208 -4.867 -6.648
H: 8.893 -2.680 -6.222
H: 8.631 -3.735 -7.628
H: 7.486 -2.400 -7.272
H: 6.622 -5.510 -7.429
H: 5.477 -4.175 -7.073
H: 5.705 -5.497 -5.907
C: -3.441 7.973 0.243
C: -2.074 8.603 0.278
O: -1.111 8.014 0.766
C: -1.932 9.983 -0.306
H: -3.393 6.978 0.699
H: -4.147 8.584 0.811
H: -3.775 7.867 -0.792
H: -2.571 10.684 0.237
H: -2.199 9.968 -1.365
H: -0.891 10.312 -0.211
C: -1.412 -6.389 2.244
C: -2.530 -7.268 1.752
O: -2.853 -8.290 2.357
C: -3.238 -6.850 0.491
H: -0.994 -6.814 3.163
H: -0.622 -6.336 1.491
H: -1.795 -5.389 2.465
H: -2.530 -6.818 -0.340
H: -3.703 -5.871 0.634
H: -4.021 -7.579 0.256
C: -0.307 -5.508 6.835
C: -1.123 -6.437 7.694
O: -0.894 -6.561 8.896
C: -2.230 -7.207 7.025
H: 0.455 -5.019 7.451
H: 0.192 -6.075 6.045
H: -0.952 -4.739 6.402
H: -1.816 -7.850 6.244
H: -2.961 -6.514 6.600
H: -2.733 -7.837 7.767



Entry 2:
This record from OMol25 describes a 2-piece molecular cluster, C4H7NO overall. The level of theory is ωB97M-V/def2-TZVPD.

## Properties
- electronic energy (hartree) = -286.41558
- molecular weight (g mol⁻¹) = 85.106
- HOMO (eV) = -8.359
- F_max (eV Å⁻¹) = 0.2
- 2S+1 = 1
- energy relative to the best compared isomer or geometry (same formula, charge and spin) (eV) = 5.880

Element x y z (Å)
C: 1.084 0.266 0.738
O: -0.142 1.003 1.005
C: -1.178 0.559 0.293
C: -0.648 -0.364 -0.764
N: 0.303 0.297 -1.655
C: 0.820 -0.480 -0.543
H: 1.266 -0.417 1.576
H: 1.887 1.007 0.683
H: -1.897 -0.778 1.244
H: -2.131 0.076 0.968
H: -1.278 -1.133 -1.198
H: 0.349 1.302 -1.485
H: 1.402 -1.365 -0.783



Entry 3:
This record from OMol25 describes C21H43N2P3STi as an isolated structure. The level of theory is ωB97M-V/def2-TZVPD.

## Properties
- electronic energy (hartree) = -3205.65632
- molecular weight (g mol⁻¹) = 496.445
- HOMO (spin up / spin down) (eV) = -18.704 / -18.703
- charge = +4
- F_max (eV Å⁻¹) = 3.1
- 2S+1 = 1
- energy relative to the best compared isomer or geometry (same formula, charge and spin) (eV) = 0.002

Element x y z (Å)
Ti: 0.587 -0.550 -0.525
P: 2.275 0.947 0.558
P: -1.122 -0.066 1.198
P: -1.449 1.947 -1.935
H: 0.756 -3.906 -6.278
C: 0.826 -2.808 -6.392
C: 1.873 -2.099 -5.963
H: 2.623 -2.561 -5.320
C: 3.807 0.141 1.189
C: 1.738 1.916 2.046
C: 3.012 2.241 -0.525
C: -2.593 -1.038 0.669
C: -0.919 -0.779 2.886
C: -1.826 1.532 1.752
C: -1.223 2.156 -3.714
C: -0.612 3.319 -1.107
C: -3.213 1.938 -1.558
H: 0.031 -2.378 -7.019
H: 2.130 -1.132 -6.388
H: 3.938 -0.842 0.722
H: 3.773 -0.004 2.276
H: 4.667 0.771 0.934
H: 1.295 1.258 2.806
H: 0.993 2.678 1.782
H: 2.607 2.421 2.494
H: 3.306 1.831 -1.501
H: 3.906 2.649 -0.036
H: 2.303 3.060 -0.702
H: -3.371 -0.971 1.444
H: -2.299 -2.094 0.559
H: -2.988 -0.654 -0.286
H: -1.853 -0.608 3.456
H: -0.080 -0.287 3.407
H: -0.743 -1.863 2.826
H: -2.534 1.309 2.567
H: -2.359 2.059 0.952
H: -1.021 2.170 2.144
H: -1.931 2.914 -4.086
H: -1.411 1.204 -4.232
H: -0.198 2.493 -3.904
H: -1.105 4.267 -1.332
H: 0.436 3.393 -1.450
H: -0.649 3.158 -0.016
H: -3.718 2.666 -2.206
H: -3.449 2.188 -0.517
H: -3.607 0.939 -1.778
C: 0.515 -1.408 -3.153
C: -0.865 -1.603 -3.403
C: -1.316 -2.896 -3.640
C: -0.415 -3.958 -3.771
C: 0.950 -3.756 -3.486
C: 1.404 -2.500 -3.136
S: 1.219 0.146 -2.831
H: -0.773 0.679 -1.565
H: -1.514 -0.723 -3.385
H: -2.377 -3.070 -3.800
H: -0.756 -4.917 -4.150
H: 1.681 -4.546 -3.595
H: 2.456 -2.279 -2.990
C: 2.057 -2.329 2.511
C: 1.347 -3.035 1.428
N: 0.707 -2.525 0.361
C: 0.013 -3.599 -0.214
C: 0.389 -4.746 0.401
N: 1.220 -4.373 1.448
H: 1.821 -2.824 3.465
H: 3.148 -2.356 2.357
H: 1.707 -1.294 2.551
H: -0.668 -3.446 -1.020
H: 0.129 -5.764 0.214
H: 1.597 -4.949 2.198



Entry 4:
This record from OMol25 describes an isolated ion of composition C5H14NS2 and charge +1. The level of theory is ωB97M-V/def2-TZVPD.

## Properties
- electronic energy (hartree) = -1049.64439
- molecular weight (g mol⁻¹) = 152.308
- HOMO (eV) = -12.513
- charge = +1
- F_max (eV Å⁻¹) = 3.4
- 2S+1 = 1
- energy relative to the best compared isomer or geometry (same formula, charge and spin) (eV) = 4.553

Element x y z (Å)
C: 2.871 0.325 -0.781
N: 2.311 -1.078 -0.699
C: 1.601 -1.356 0.608
S: 0.545 0.048 1.257
C: -0.404 0.935 -0.092
C: -2.009 1.192 0.295
C: -2.846 -0.192 0.561
S: -2.662 -1.238 -1.012
H: 2.143 0.993 -1.447
H: 3.143 0.814 0.247
H: 3.891 0.250 -1.395
H: 1.738 -1.336 -1.537
H: 2.410 -1.637 1.420
H: 0.923 -2.327 0.489
H: 1.476 0.988 1.790
H: 0.061 2.033 -0.160
H: -0.309 0.461 -1.164
H: -2.102 1.957 1.207
H: -2.490 1.725 -0.633
H: -3.986 0.035 0.774
H: -2.363 -0.752 1.476
H: -3.940 -1.839 -1.206



Entry 5:
This record from OMol25 describes C20H34CaCl2F4LiN2O14P as an isolated structure. The level of theory is ωB97M-V/def2-TZVPD.

## Properties
- electronic energy (hartree) = -4291.51001
- molecular weight (g mol⁻¹) = 751.383
- HOMO (eV) = -1.971
- charge = -2
- F_max (eV Å⁻¹) = 4.0
- 2S+1 = 1

Element x y z (Å)
C: 0.849 1.607 0.550
C: -0.002 2.219 1.721
C: -0.243 1.070 2.725
C: -1.331 2.760 1.073
C: -2.414 3.157 2.147
C: -3.824 2.479 2.037
C: -4.618 3.241 0.913
C: -4.401 2.716 -0.520
O: -3.495 3.010 -1.213
O: -5.378 1.858 -1.080
C: -3.774 0.952 1.870
C: -5.141 0.291 1.531
C: -5.774 -0.505 2.705
Cl: -4.822 -0.944 0.210
O: -4.462 2.681 3.328
C: -4.913 3.996 3.518
O: -4.281 4.889 3.929
H: 0.333 0.754 0.060
H: 1.831 1.349 0.988
H: 1.001 2.401 -0.224
H: 0.560 3.056 2.169
H: 0.751 0.746 3.119
H: -0.824 1.437 3.595
H: -0.697 0.204 2.193
H: -1.027 3.667 0.524
H: -1.649 2.025 0.318
H: -2.600 4.238 2.022
H: -1.999 3.065 3.165
H: -5.713 3.206 1.080
H: -4.338 4.307 0.879
H: -6.170 2.409 -1.169
H: -3.474 0.551 2.859
H: -3.020 0.596 1.157
H: -5.905 0.974 1.145
H: -5.041 -0.980 3.371
H: -6.352 -1.329 2.244
H: -6.527 0.095 3.247
H: -6.000 4.165 3.312
F: -4.074 5.249 6.318
N: 3.189 1.017 -1.774
H: 2.330 1.281 -2.320
H: 2.930 0.332 -1.070
H: 3.892 0.613 -2.399
H: 3.577 1.847 -1.318
F: 0.737 0.711 -2.422
Li: -0.489 -1.224 3.789
Ca: -0.323 -1.926 0.813
Cl: 2.199 3.246 -1.642
C: 3.976 -2.342 -3.070
C: 5.148 -2.681 -2.190
O: 4.904 -1.902 -1.035
C: 3.566 -1.765 -0.948
O: 2.990 -1.397 0.031
O: 2.949 -2.099 -2.110
F: 6.310 -2.280 -2.753
H: 4.143 -1.439 -3.661
H: 3.706 -3.155 -3.741
H: 5.218 -3.734 -1.912
C: -2.892 -5.496 -3.030
C: -4.244 -5.006 -2.592
O: -3.951 -4.321 -1.389
C: -2.680 -3.862 -1.517
O: -2.199 -3.024 -0.824
O: -2.031 -4.470 -2.537
F: -5.079 -6.039 -2.317
H: -2.624 -6.448 -2.569
H: -2.809 -5.593 -4.111
H: -4.727 -4.323 -3.293
O: 6.062 2.444 -0.512
P: 6.816 1.466 -1.409
O: 8.316 1.752 -1.328
O: 6.335 1.659 -2.844
O: 6.496 0.039 -0.963
C: 9.994 -3.105 -1.194
C: 8.667 -3.730 -1.171
N: 7.622 -4.203 -1.154
H: 10.113 -2.463 -0.323
H: 10.766 -3.874 -1.181
H: 10.103 -2.504 -2.094



Entry 6:
This record from OMol25 describes the molecule C6H9NO. The level of theory is ωB97M-V/def2-TZVPD.

## Properties
- electronic energy (hartree) = -363.93476
- molecular weight (g mol⁻¹) = 111.144
- HOMO (eV) = -9.995
- F_max (eV Å⁻¹) = 4.6
- 2S+1 = 1
- energy relative to the best compared isomer or geometry (same formula, charge and spin) (eV) = 2.435

Element x y z (Å)
C: 0.513 -0.223 1.417
C: 0.203 0.212 -0.042
C: 1.395 -0.055 -0.891
C: -1.002 -0.764 -0.518
C: -2.264 -0.520 -0.276
C: -0.563 1.502 -0.156
H: -0.408 -0.342 1.977
H: 1.098 0.496 1.952
H: 1.061 -1.173 1.333
H: 1.644 -1.141 -0.876
H: 1.300 0.255 -1.957
H: 2.314 1.423 -0.149
H: -0.717 -1.668 -1.012
H: -3.021 -1.366 -0.242
H: -2.819 0.401 -0.193
N: -1.200 2.456 -0.088
O: 2.468 0.508 -0.280



Entry 7:
This record from OMol25 describes C12H14BF4FeIN2 as an isolated structure. The level of theory is ωB97M-V/def2-TZVPD.

## Properties
- electronic energy (hartree) = -2561.00122
- molecular weight (g mol⁻¹) = 455.811
- HOMO (spin up / spin down) (eV) = -6.180 / -7.035
- <S²> = 6.0239
- F_max (eV Å⁻¹) = 3.5
- 2S+1 = 5
- energy relative to the best compared isomer or geometry (same formula, charge and spin) (eV) = 2.779

Element x y z (Å)
C: 0.109 1.775 2.511
C: 0.238 -1.903 2.172
H: 1.166 1.875 2.206
H: 0.064 2.463 3.418
H: -0.598 2.266 1.799
H: 0.431 -2.845 1.568
H: 1.054 -1.724 2.910
H: -0.672 -1.978 2.828
C: 0.083 2.650 -0.783
C: 0.177 3.458 -1.916
C: 0.092 2.867 -3.182
C: -0.076 1.487 -3.273
H: 0.178 3.078 0.222
H: 0.315 4.530 -1.789
H: 0.154 3.461 -4.090
H: -0.138 0.957 -4.221
N: -0.120 1.316 -0.868
C: -0.184 0.727 -2.100
C: -0.333 -0.729 -2.092
N: -0.341 -1.316 -0.858
C: -0.403 -2.660 -0.771
C: -0.567 -2.886 -3.152
C: -0.530 -3.477 -1.886
H: -0.356 -3.093 0.224
H: -0.608 -4.552 -1.738
C: -0.454 -1.502 -3.254
H: -0.478 -0.975 -4.204
H: -0.684 -3.488 -4.048
Fe: 0.297 -0.104 0.670
I: 2.639 -0.125 0.483
F: -0.333 0.388 2.758
B: -0.047 0.020 4.990
F: -1.231 0.574 5.196
F: 0.107 -1.303 5.217
F: 1.051 0.767 5.055



Entry 8:
This record from OMol25 describes the molecule C4H7NO3S. The level of theory is ωB97M-V/def2-TZVPD.

## Properties
- electronic energy (hartree) = -835.18148
- molecular weight (g mol⁻¹) = 149.171
- HOMO (eV) = -10.253
- F_max (eV Å⁻¹) = 3.7
- 2S+1 = 1
- energy relative to the best compared isomer or geometry (same formula, charge and spin) (eV) = 2.205

Element x y z (Å)
C: 0.882 0.849 0.625
C: -1.272 0.964 -0.630
C: -0.561 0.448 0.588
C: 1.734 -0.167 1.223
N: -0.904 -0.078 -1.577
O: 1.250 1.622 -0.250
O: 0.644 -2.095 -0.961
O: -1.667 -2.195 -0.174
S: -0.554 -1.391 -0.566
H: -2.365 1.063 -0.394
H: -0.784 1.807 -1.025
H: -1.037 0.250 1.499
H: 1.418 -0.353 2.195
H: 2.711 0.385 1.357
H: 1.680 -1.089 0.631
H: -1.175 -0.021 -2.541



Entry 9:
This record from OMol25 describes C16H32AsO7ReSSi3 as an isolated structure. The level of theory is ωB97M-V/def2-TZVPD.

## Properties
- electronic energy (hartree) = -4736.14914
- molecular weight (g mol⁻¹) = 713.879
- HOMO (spin up / spin down) (eV) = -11.927 / -11.623
- <S²> = 0.9590
- charge = +1
- F_max (eV Å⁻¹) = 0.8
- 2S+1 = 2
- energy relative to the best compared isomer or geometry (same formula, charge and spin) (eV) = 0.000

Element x y z (Å)
Re: -0.593 0.203 -0.417
O: 2.561 1.199 -1.912
As: 1.617 0.104 -2.865
O: 2.453 -1.081 -3.552
O: 0.485 -0.574 -1.655
C: 0.482 1.083 -4.068
C: 0.816 0.850 -5.395
C: 0.143 1.515 -6.415
C: -0.859 2.419 -6.113
C: -1.214 2.650 -4.791
C: -0.554 1.981 -3.774
S: -1.139 2.285 -2.139
O: -1.976 1.096 -1.738
O: -1.805 3.533 -2.110
O: 0.037 2.116 -1.212
H: 3.493 0.937 -1.954
H: 1.605 0.145 -5.626
H: 0.419 1.324 -7.443
H: -1.374 2.950 -6.902
H: -1.999 3.350 -4.540
C: -2.713 -2.104 -0.781
O: -1.779 -1.432 0.085
Si: -1.065 -1.940 1.577
C: -0.424 -3.658 1.324
C: -2.371 -1.969 2.891
C: 0.080 -0.449 1.459
Si: 1.923 -0.883 1.676
C: 2.451 -2.194 0.434
C: 3.059 0.590 1.496
C: 2.113 -1.568 3.413
Si: -0.488 1.089 2.382
C: -0.781 0.839 4.205
C: -2.135 1.515 1.485
C: 0.581 2.597 2.147
H: -3.621 -2.321 -0.222
H: -2.267 -3.027 -1.149
H: -2.943 -1.444 -1.612
H: -1.263 -4.358 1.336
H: 0.252 -3.955 2.128
H: 0.110 -3.771 0.381
H: -3.122 -2.731 2.668
H: -2.881 -1.016 3.024
H: -1.917 -2.245 3.847
H: 1.781 -2.319 -0.416
H: 2.556 -3.165 0.921
H: 3.433 -1.936 0.029
H: 2.826 1.201 0.622
H: 4.079 0.215 1.385
H: 3.046 1.233 2.376
H: 1.306 -2.248 3.699
H: 2.147 -0.766 4.152
H: 3.050 -2.124 3.495
H: -1.613 0.184 4.454
H: -0.955 1.809 4.676
H: 0.123 0.414 4.646
H: -2.891 0.730 1.426
H: -2.075 2.022 0.512
H: -2.566 2.310 2.103
H: 1.409 2.618 2.856
H: -0.038 3.475 2.348
H: 0.982 2.697 1.139



Entry 10:
This record from OMol25 describes the molecule C5H8O. The level of theory is ωB97M-V/def2-TZVPD.

## Properties
- electronic energy (hartree) = -270.51452
- molecular weight (g mol⁻¹) = 84.118
- HOMO (eV) = -9.962
- F_max (eV Å⁻¹) = 0.3
- 2S+1 = 1
- energy relative to the best compared isomer or geometry (same formula, charge and spin) (eV) = 1.180

Element x y z (Å)
C: 0.267 -1.010 -0.642
C: -1.124 -0.654 -0.059
C: -0.976 0.748 0.498
O: -0.183 0.823 1.679
C: 0.427 1.164 0.436
C: 1.279 0.018 -0.078
H: 0.235 -0.917 -1.734
H: 0.556 -2.042 -0.419
H: -1.898 -0.674 -0.833
H: -1.435 -1.342 0.735
H: -1.806 1.452 0.467
H: 0.722 2.207 0.321
H: 2.005 0.337 -0.831
H: 1.840 -0.396 0.769